The following is a quantum chemistry calculation of C8H15ClLaNO2Os as an isolated structure in a non-equilibrium geometry, from OMol25.

Geometry (Å):
La (0.489, -0.697, -0.051)
Cl (0.055, 1.921, -1.164)
C (-1.727, -1.355, 0.476)
H (-1.376, -2.298, 0.973)
H (-2.290, -1.613, -0.437)
H (-2.320, -0.784, 1.215)
Os (0.104, 0.249, -2.747)
C (-1.511, 0.377, -3.946)
C (1.910, 1.024, -3.221)
C (0.522, -1.597, -2.808)
H (2.669, 0.657, -2.509)
H (2.060, 0.593, -4.228)
H (1.794, 2.121, -3.248)
H (-2.346, -0.166, -3.457)
H (-1.737, 1.458, -4.088)
H (-1.189, -0.110, -4.897)
H (-0.123, -2.433, -3.162)
H (1.583, -1.950, -2.823)
O (-1.847, 1.640, 2.816)
C (-0.785, 1.105, 3.057)
C (-0.114, 0.928, 4.421)
C (1.052, -0.019, 4.152)
C (0.981, -0.284, 2.657)
O (1.699, -1.094, 1.956)
N (0.021, 0.455, 2.078)
H (0.243, 1.913, 4.759)
H (-0.833, 0.517, 5.150)
H (2.034, 0.409, 4.381)
H (0.982, -0.967, 4.693)

Output
HOMO-LUMO gap (alpha / beta), eV: 6.69 / 6.70
E_HOMO (alpha / beta), eV: -6.877 / -8.148
2S+1: 5
<S²>: 6.02
Max |F|, hartree/bohr: 0.0540

So, what does the Löwdin scheme give us? The charges, in e, come out as:
1. La 1.642
2. Cl -0.035
3. C -0.366
4. H -0.030
5. H -0.035
6. H -0.020
7. Os 0.944
8. C -0.354
9. C -0.391
10. C -0.507
11. H -0.004
12. H 0.015
13. H -0.009
14. H 0.001
15. H 0.005
16. H 0.011
17. H -0.020
18. H -0.033
19. O 0.083
20. C -0.447
21. C -0.081
22. C -0.088
23. C -0.516
24. O -0.233
25. N -0.039
26. H 0.127
27. H 0.129
28. H 0.126
29. H 0.124